Density functional theory data (the ωB97M-V functional and the def2-TZVPD basis) for C49H50N10OS8Zr as an isolated structure.

```
119
Properties=species:S:1:pos:R:3:lowdin_charge:R:1
Zr 1.767 1.385 -0.809 1.39
S 2.371 4.815 -2.207 0.46
S 4.299 4.262 -1.576 0.11
S 4.484 2.313 -2.123 0.05
S 4.294 1.133 -0.435 0.08
N 0.675 0.712 0.869 -0.42
S -0.408 0.384 1.785 0.78
N -1.174 -1.040 1.548 -0.34
S -2.311 -1.227 0.510 0.89
N -2.311 -0.522 -0.863 -0.34
S -1.068 -0.363 -1.935 0.81
N -0.107 0.714 -1.720 -0.40
C -2.073 -0.116 -3.370 -0.32
C -3.193 -0.899 -3.634 -0.08
C -3.922 -0.646 -4.782 -0.05
C -3.545 0.388 -5.634 -0.05
C -2.446 1.178 -5.338 -0.05
C -1.693 0.930 -4.196 -0.06
C -0.356 -1.996 -2.071 -0.30
C 0.515 -2.363 -1.052 -0.11
C 1.089 -3.622 -1.073 -0.06
C 0.812 -4.494 -2.116 -0.04
C -0.050 -4.114 -3.134 -0.04
C -0.648 -2.861 -3.116 -0.04
C -2.438 -2.984 0.366 -0.31
C -1.517 -3.828 0.964 -0.06
C -1.672 -5.197 0.787 -0.04
C -2.725 -5.690 0.033 -0.04
C -3.642 -4.826 -0.555 -0.04
C -3.504 -3.460 -0.392 -0.06
C -3.867 -0.734 1.192 -0.32
C -4.706 0.138 0.519 -0.05
C -5.907 0.488 1.122 -0.05
C -6.245 -0.032 2.361 -0.04
C -5.389 -0.909 3.019 -0.04
C -4.187 -1.266 2.437 -0.06
C 0.139 0.158 3.447 -0.35
C -0.427 -0.763 4.316 -0.07
C 0.089 -0.865 5.600 -0.05
C 1.146 -0.055 5.991 -0.05
C 1.704 0.858 5.106 -0.05
C 1.205 0.966 3.819 -0.08
C -1.702 1.606 1.870 -0.30
C -2.471 1.759 3.018 -0.05
C -3.503 2.684 3.009 -0.05
C -3.758 3.433 1.867 -0.05
C -2.982 3.266 0.728 -0.06
C -1.941 2.349 0.722 -0.10
H -3.488 -1.686 -2.953 0.10
H -4.792 -1.247 -5.011 0.12
H -4.126 0.585 -6.525 0.12
H -2.177 1.999 -5.989 0.12
H -0.866 1.567 -3.911 0.06
H 0.735 -1.683 -0.234 0.07
H 1.765 -3.906 -0.278 0.12
H 1.274 -5.471 -2.140 0.12
H -0.259 -4.791 -3.951 0.12
H -1.309 -2.567 -3.921 0.11
H -0.703 -3.423 1.546 0.11
H -0.966 -5.875 1.243 0.12
H -2.839 -6.757 -0.095 0.12
H -4.467 -5.218 -1.132 0.12
H -4.220 -2.776 -0.828 0.12
H -4.423 0.529 -0.447 0.11
H -6.580 1.165 0.615 0.12
H -7.185 0.241 2.819 0.12
H -5.663 -1.317 3.982 0.12
H -3.516 -1.955 2.932 0.12
H -1.240 -1.394 3.992 0.10
H -0.332 -1.580 6.292 0.12
H 1.543 -0.141 6.993 0.12
H 2.537 1.473 5.414 0.11
H 1.651 1.635 3.094 0.10
H -2.264 1.177 3.905 0.12
H -4.105 2.823 3.896 0.12
H -4.563 4.154 1.869 0.12
H -3.182 3.853 -0.158 0.12
H -1.328 2.205 -0.161 0.09
N 0.661 3.115 -3.237 -0.06
C 1.480 3.221 -2.271 -0.81
H 0.739 3.868 -3.928 0.04
N 2.546 -0.650 -4.656 0.16
C 2.007 0.171 -3.741 -0.17
N 2.412 -0.101 -2.516 -0.07
C 3.297 -1.179 -2.643 -0.25
C 4.021 -1.888 -1.687 -0.07
C 4.796 -2.939 -2.130 -0.06
C 4.860 -3.294 -3.488 -0.07
C 4.148 -2.600 -4.444 0.00
C 3.374 -1.540 -3.988 -0.18
H 2.389 -0.597 -5.648 0.17
H 1.331 0.975 -3.989 0.10
H 3.973 -1.629 -0.638 0.02
H 5.373 -3.506 -1.413 0.11
H 5.485 -4.122 -3.790 0.11
H 4.197 -2.864 -5.491 0.12
N 4.910 -2.410 3.522 0.09
C 4.614 -1.502 2.580 -0.94
N 5.613 -0.680 2.205 0.10
S 3.058 -1.372 1.948 0.61
H 5.816 -2.466 3.956 0.11
H 4.174 -3.004 3.857 0.09
H 6.568 -0.894 2.442 0.11
H 5.463 -0.114 1.384 -0.01
C 2.145 6.387 1.885 -0.01
N 1.636 5.132 1.334 -0.11
C 0.265 5.077 0.840 -0.01
C 2.417 4.072 1.208 -0.50
C 3.774 4.078 1.852 0.00
O 1.994 3.028 0.649 -0.24
H 1.314 7.076 1.992 0.09
H 2.881 6.837 1.218 0.10
H 2.594 6.233 2.865 0.10
H -0.303 5.880 1.300 0.10
H -0.181 4.121 1.116 0.07
H 0.234 5.186 -0.244 0.08
H 3.654 4.082 2.938 0.10
H 4.351 4.956 1.576 0.09
H 4.308 3.185 1.543 0.05
```

## Properties
charge = +2
energy above the lowest of the compared OMol25 structures with the same formula, charge and spin = 0.99 kcal per mole
DFT total energy = -156523.0255 eV
max |F| = 0.56 eV/A


Density functional theory data (the ωB97M-V functional and the def2-TZVPD basis) for C49H51N3PTi as an isolated structure in a non-equilibrium geometry.

```
105
Properties=species:S:1:pos:R:3:lowdin_charge:R:1
Ti -0.224 -0.380 0.951 1.04
C 0.012 -1.733 5.095 -0.06
C 1.117 -2.581 5.091 -0.06
C 1.984 -2.524 4.018 -0.03
C 1.724 -1.677 2.934 -0.20
C 0.533 -0.965 2.831 -0.17
C -0.270 -0.961 3.985 -0.13
C 2.820 -1.454 1.966 -0.26
C 4.117 -1.299 2.513 0.00
C 5.171 -1.133 1.677 0.02
C 4.948 -1.146 0.282 -0.15
C 6.015 -1.091 -0.648 -0.02
C 5.768 -1.201 -1.983 -0.06
C 4.437 -1.300 -2.442 -0.05
C 3.394 -1.296 -1.566 -0.02
C 3.617 -1.250 -0.173 -0.21
N 2.546 -1.359 0.689 0.16
H -0.632 -1.681 5.964 0.11
H 1.303 -3.226 5.937 0.11
H 2.882 -3.123 4.016 0.12
H -1.126 -0.300 4.041 0.10
H 4.250 -1.293 3.586 0.12
H 6.175 -1.014 2.063 0.13
H 7.027 -1.006 -0.262 0.12
H 6.575 -1.193 -2.698 0.11
H 4.241 -1.375 -3.502 0.11
H 2.379 -1.349 -1.936 0.08
N -2.120 -1.542 1.706 0.03
C -3.359 -0.929 1.275 -0.25
C -4.365 -1.744 0.786 -0.05
C -5.591 -1.213 0.423 -0.06
C -5.802 0.156 0.545 -0.06
C -4.781 0.965 1.015 -0.02
C -3.546 0.447 1.420 -0.13
C -2.548 1.349 2.053 -0.18
C -3.019 2.471 2.752 -0.02
C -2.151 3.357 3.368 -0.05
C -0.788 3.109 3.346 -0.05
C -0.321 1.988 2.688 -0.11
C -1.174 1.120 2.004 -0.19
H -2.017 -1.451 2.718 0.09
H -2.142 -2.544 1.514 0.09
H -4.201 -2.811 0.734 0.11
H -6.377 -1.862 0.061 0.11
H -6.751 0.587 0.274 0.11
H -4.960 2.028 1.080 0.11
H -4.082 2.648 2.833 0.11
H -2.548 4.221 3.883 0.11
H -0.102 3.774 3.843 0.11
H 0.745 1.791 2.724 0.10
C -2.808 -2.339 -3.552 -0.09
C -2.821 -1.463 -2.289 -0.49
C -3.188 -0.030 -2.654 -0.10
P -1.249 -1.485 -1.239 1.11
C -0.759 -3.282 -1.332 -0.53
C 0.567 -3.523 -0.635 -0.10
C -1.839 -4.205 -0.759 -0.10
C -0.005 -0.611 -2.223 -0.32
C 0.300 -0.985 -3.542 -0.05
C 1.164 -0.252 -4.332 -0.27
C 1.524 -0.655 -5.728 -0.04
C 1.702 0.912 -3.784 -0.01
C 1.446 1.293 -2.479 0.01
C 0.619 0.513 -1.681 -0.31
N 0.447 0.867 -0.321 -0.09
C 0.594 2.264 -0.011 -0.27
C -0.497 3.091 -0.267 -0.19
C -1.735 2.575 -0.938 -0.02
C -0.430 4.426 0.103 0.00
C 0.710 4.963 0.682 -0.26
C 0.769 6.419 1.046 -0.04
C 1.797 4.125 0.883 0.01
C 1.754 2.772 0.542 -0.23
C 2.940 1.900 0.820 -0.01
H -3.814 -2.355 -3.957 0.09
H -2.494 -3.369 -3.371 0.07
H -2.173 -1.923 -4.329 0.07
H -3.584 -1.852 -1.613 0.07
H -2.343 0.502 -3.092 0.07
H -3.514 0.533 -1.781 0.06
H -4.003 -0.032 -3.382 0.09
H -0.639 -3.483 -2.404 0.10
H 0.519 -3.285 0.433 0.07
H 1.371 -2.935 -1.053 0.04
H 0.840 -4.574 -0.705 0.10
H -1.798 -4.186 0.333 0.07
H -1.639 -5.234 -1.055 0.09
H -2.854 -3.952 -1.071 0.06
H -0.130 -1.887 -3.962 0.10
H 1.275 -1.695 -5.920 0.08
H 2.591 -0.547 -5.909 0.08
H 1.007 -0.039 -6.465 0.09
H 2.363 1.522 -4.384 0.12
H 1.901 2.187 -2.087 0.13
H -1.975 1.559 -0.619 0.04
H -1.595 2.526 -2.018 0.09
H -2.600 3.205 -0.733 0.09
H -1.292 5.065 -0.080 0.13
H 0.772 7.043 0.148 0.09
H 1.658 6.655 1.633 0.08
H -0.100 6.723 1.637 0.08
H 2.704 4.527 1.317 0.12
H 3.830 2.502 1.004 0.09
H 3.140 1.230 -0.010 0.07
H 2.793 1.273 1.711 0.08
```

## Properties
charge = +1
energy above the lowest of the compared OMol25 structures with the same formula, charge and spin = 0.00 kcal per mole
DFT total energy = -88512.0628 eV
max |F| = 1.05 eV/A


Density functional theory data (the ωB97M-V functional and the def2-TZVPD basis) for C49H52BCl2Ge2N3O7Ti as an isolated structure in a non-equilibrium geometry.

```
117
Properties=species:S:1:pos:R:3:mulliken_spin:R:1
Ti -0.642 -0.692 -0.071 0.91
O -1.239 -3.010 5.744 0.00
C -0.985 -2.466 4.507 0.02
C -2.032 -1.758 3.928 0.21
C -1.779 -1.409 2.579 -0.04
N -0.626 -1.665 1.897 0.11
C 0.387 -2.196 2.617 0.10
C 0.216 -2.575 3.959 0.19
C 1.574 -2.497 2.022 0.24
O 2.524 -3.209 2.260 0.23
O 1.521 -1.916 0.558 -0.06
C -2.802 -0.721 1.768 -0.03
O -3.924 -0.577 2.090 -0.01
O -2.434 -0.288 0.577 0.02
H -2.074 -2.657 5.989 0.00
H -2.983 -1.471 4.327 0.00
H 1.087 -2.997 4.400 0.01
C 1.263 0.968 -3.647 0.00
C -0.126 1.414 -3.722 0.02
C -0.358 2.637 -4.473 0.00
C -1.570 3.270 -4.470 0.00
C -2.543 2.859 -3.554 0.00
C -2.323 1.696 -2.795 -0.01
C -3.445 1.197 -1.952 0.03
C -1.128 0.960 -2.930 -0.11
N -1.066 -0.304 -2.241 0.20
C -1.478 -1.363 -2.881 0.20
C -1.933 -1.315 -4.314 0.06
C -1.483 -2.634 -2.156 0.32
C -1.914 -3.989 -2.768 0.01
N -0.941 -2.610 -0.953 0.18
C -0.552 -3.863 -0.356 -0.08
C 0.621 -4.568 -0.750 0.02
C 1.519 -4.022 -1.805 0.01
C 0.914 -5.796 -0.172 0.00
C 0.113 -6.279 0.827 0.00
C -0.996 -5.594 1.201 -0.01
C -1.428 -4.468 0.503 0.04
C -2.812 -3.965 0.754 -0.01
H 1.698 0.811 -2.657 0.02
H 1.968 1.665 -4.095 0.00
H 1.530 -0.007 -4.031 0.00
H 0.303 3.014 -5.224 0.00
H -1.746 4.157 -5.132 0.00
H -3.525 3.224 -3.523 0.00
H -4.108 0.487 -2.457 0.01
H -4.096 2.003 -1.675 0.00
H -3.063 0.683 -1.079 0.01
H -1.081 -0.864 -4.820 0.02
H -2.758 -0.658 -4.482 0.01
H -2.236 -2.288 -4.712 0.00
H -2.387 -4.594 -2.003 0.01
H -0.927 -4.525 -3.053 0.02
H -2.468 -4.127 -3.721 0.00
H 1.322 -2.943 -2.053 0.01
H 1.503 -4.598 -2.732 0.00
H 2.501 -4.180 -1.442 0.00
H 1.906 -6.195 -0.388 0.00
H 0.427 -7.198 1.328 0.00
H -1.666 -5.989 1.896 0.00
H -3.510 -4.804 0.496 0.00
H -3.001 -3.120 0.216 0.00
H -2.948 -3.790 1.835 0.01
Cl -5.789 4.089 1.968 0.00
C -5.180 3.206 0.487 0.00
Cl -6.352 3.433 -0.793 0.00
H -5.030 2.215 0.871 0.00
H -4.284 3.709 0.211 0.00
C 2.455 3.661 2.781 0.00
Ge 2.628 2.098 1.549 0.00
C 3.550 0.553 2.225 0.02
C 3.735 2.813 0.049 0.00
Ge 0.347 1.677 0.865 -0.02
C -0.632 1.864 2.665 0.02
C -2.028 2.127 2.740 0.00
C -2.716 2.136 3.946 0.00
C -2.068 1.796 5.136 0.00
C -0.738 1.509 5.101 0.01
C -0.031 1.443 3.836 0.00
C -0.121 3.579 0.297 0.02
C 0.216 4.059 -1.040 0.00
C -0.123 5.352 -1.464 0.00
C -0.632 6.243 -0.509 0.00
C -0.816 5.840 0.832 0.00
C -0.618 4.504 1.209 -0.01
H 1.458 3.655 3.270 0.00
H 2.629 4.619 2.289 0.00
H 3.216 3.575 3.559 0.00
H 4.044 -0.029 1.433 0.00
H 2.825 -0.034 2.782 -0.01
H 4.327 0.817 2.953 0.00
H 3.106 3.456 -0.470 0.00
H 4.142 1.976 -0.596 0.00
H 4.521 3.394 0.572 0.00
H -2.556 2.427 1.847 0.00
H -3.789 2.416 3.841 0.00
H -2.557 1.952 6.085 0.00
H -0.299 1.396 6.058 0.00
H 1.027 1.145 3.784 0.01
H 0.565 3.358 -1.760 0.00
H -0.136 5.576 -2.524 0.00
H -0.993 7.150 -0.852 0.00
H -1.298 6.487 1.561 0.00
H -0.802 4.228 2.284 0.00
O 3.966 -2.168 0.087 0.01
B 2.706 -1.656 -0.148 0.00
O 2.771 -0.759 -1.269 0.06
C 4.106 -0.804 -1.657 0.00
C 4.641 -0.145 -2.737 0.00
C 5.980 -0.423 -2.945 0.00
C 6.758 -1.182 -1.974 0.00
C 6.180 -1.798 -0.885 0.00
C 4.821 -1.661 -0.837 0.00
H 4.000 0.438 -3.425 0.00
H 6.530 -0.077 -3.808 0.00
H 7.820 -1.171 -2.271 0.00
H 6.749 -2.352 -0.197 0.00
```

## Properties
charge = -1
energy above the lowest of the compared OMol25 structures with the same formula, charge and spin = 73.95 kcal per mole
DFT total energy = -232334.1985 eV
spin multiplicity = 4
max |F| = 3.81 eV/A
⟨S²⟩ = 3.7746


Density functional theory data (the ωB97M-V functional and the def2-TZVPD basis) for C49H53GeN2O3S2Sb2W as an isolated structure in a non-equilibrium geometry.

```
113
Properties=species:S:1:pos:R:3:lowdin_charge:R:1
W 0.383 -0.018 1.839 1.32
C 0.833 4.304 3.222 0.01
C 0.928 2.809 3.172 -0.20
N 0.350 2.108 2.221 -0.13
N -0.413 2.897 1.338 -0.03
C -1.420 2.307 0.815 -1.04
S -1.913 0.680 1.124 0.60
S -2.539 3.202 -0.212 0.93
C -1.561 4.470 -1.096 -0.39
C -0.754 5.478 -0.326 -0.30
C -1.375 6.560 0.287 -0.04
C -0.626 7.531 0.939 -0.07
C 0.759 7.437 0.966 -0.09
C 1.388 6.363 0.346 -0.09
C 0.633 5.388 -0.288 -0.07
C 1.659 2.173 4.280 -0.11
C 2.111 2.950 5.362 -0.01
C 2.790 2.385 6.418 -0.04
C 3.057 1.015 6.416 -0.04
C 2.633 0.224 5.372 0.00
C 1.924 0.810 4.325 -0.32
O 1.515 0.005 3.323 -0.39
H 0.459 4.721 2.299 0.05
H 1.808 4.729 3.451 0.10
H 0.145 4.580 4.027 0.12
H -2.377 4.975 -1.619 0.08
H -0.954 3.967 -1.847 0.07
H -2.456 6.644 0.258 0.12
H -1.123 8.369 1.407 0.11
H 1.346 8.206 1.452 0.11
H 2.468 6.289 0.353 0.11
H 1.128 4.552 -0.770 0.11
H 1.915 4.010 5.378 0.11
H 3.114 3.003 7.243 0.12
H 3.597 0.565 7.239 0.12
H 2.817 -0.841 5.348 0.12
C -3.178 -1.061 3.659 -0.38
Sb -1.436 0.091 4.084 1.22
C -0.541 -1.368 5.399 -0.35
C -0.385 -2.028 1.507 -0.30
C 0.201 -3.240 2.188 -0.25
C -0.507 -3.816 3.240 -0.07
C -0.047 -4.940 3.906 -0.07
C 1.149 -5.523 3.512 -0.07
C 1.847 -4.985 2.443 -0.04
C 1.387 -3.857 1.766 -0.29
C 2.132 -3.343 0.580 -0.29
Sb 2.881 -1.394 0.947 1.51
C 4.249 -1.400 -0.667 -0.25
C 4.078 -1.960 2.608 -0.28
H -3.904 -0.812 4.434 0.01
H -2.965 -2.126 3.703 -0.01
H -3.596 -0.801 2.691 -0.03
H -1.301 -2.087 5.703 0.01
H -0.169 -0.846 6.281 0.00
H 0.275 -1.906 4.922 -0.01
H -0.197 -2.060 0.416 0.06
H -1.467 -2.046 1.619 0.03
H -1.448 -3.374 3.535 0.08
H -0.621 -5.358 4.722 0.11
H 1.519 -6.407 4.014 0.11
H 2.761 -5.461 2.105 0.11
H 1.508 -3.269 -0.313 0.06
H 2.997 -3.967 0.350 0.08
H 4.923 -2.234 -0.479 0.02
H 4.814 -0.475 -0.750 0.02
H 3.664 -1.562 -1.567 0.00
H 4.783 -2.719 2.270 0.02
H 3.406 -2.396 3.345 0.01
H 4.622 -1.126 3.047 0.01
O 1.305 -0.971 -1.423 -0.01
C 0.879 0.144 -1.233 -0.58
O 0.563 0.579 -0.018 -0.35
C 0.648 1.158 -2.319 -0.14
C -0.775 1.054 -2.878 -0.25
Ge -1.231 -0.596 -3.822 1.01
C -2.919 -0.275 -4.723 -0.28
C -3.564 -1.345 -5.348 -0.11
C -4.783 -1.167 -5.986 -0.08
C -5.380 0.088 -6.002 -0.08
C -4.757 1.159 -5.381 -0.08
C -3.533 0.977 -4.748 -0.10
C 0.150 -1.018 -5.117 -0.26
C 1.431 -1.422 -4.721 -0.12
C 2.408 -1.710 -5.665 -0.08
C 2.121 -1.603 -7.020 -0.09
C 0.855 -1.210 -7.428 -0.08
C -0.122 -0.919 -6.483 -0.09
C -1.541 -2.080 -2.609 -0.27
C -0.839 -3.282 -2.706 -0.10
C -1.160 -4.360 -1.887 -0.08
C -2.196 -4.253 -0.970 -0.09
C -2.913 -3.067 -0.872 -0.09
C -2.582 -1.988 -1.681 -0.11
H 1.385 0.970 -3.102 0.12
H 0.809 2.158 -1.907 0.10
H -0.898 1.856 -3.610 0.08
H -1.509 1.219 -2.084 0.05
H -3.115 -2.333 -5.334 0.11
H -5.269 -2.005 -6.468 0.11
H -6.333 0.227 -6.496 0.10
H -5.222 2.137 -5.391 0.10
H -3.061 1.827 -4.268 0.09
H 1.663 -1.522 -3.668 0.08
H 3.395 -2.022 -5.346 0.10
H 2.881 -1.830 -7.756 0.10
H 0.626 -1.131 -8.483 0.11
H -1.107 -0.611 -6.817 0.10
H -0.037 -3.384 -3.428 0.10
H -0.609 -5.288 -1.976 0.11
H -2.452 -5.096 -0.341 0.11
H -3.735 -2.987 -0.171 0.11
H -3.159 -1.072 -1.600 0.10
```

## Properties
charge = +1
energy above the lowest of the compared OMol25 structures with the same formula, charge and spin = 56.22 kcal per mole
DFT total energy = -153877.1904 eV
max |F| = 1.36 eV/A


> max |F| of number 2 (C49H51N3PTi)?

1.05 eV/A


> Which formula does entry 2 have?

C49H51N3PTi